5 unconnected molecules or ions with the total composition C20H30O10 at a distorted geometry. Source: the Open Molecules 2025 dataset; level of theory: ωB97M-V/def2-TZVPD.

Last column: Mulliken charge in e.
Element x y z (Å)
O 2.396151 -1.997974 0.463372  -0.52
C 3.485591 -1.507218 0.542793  0.42
C 3.846933 -0.056429 0.261611  0.09
C 5.361836 0.000849 0.483315  -0.67
C 5.660846 -1.288126 1.260230  -0.37
O 4.564427 -2.189587 0.953642  -0.41
H 3.550648 0.258437 -0.733787  0.28
H 3.328530 0.560804 0.998404  0.00
H 5.891738 0.019314 -0.469686  0.28
H 5.715842 0.868354 1.039495  0.33
H 6.575415 -1.769097 0.935204  0.31
H 5.610176 -1.120486 2.334464  0.25
O -3.553850 -2.926263 -2.443349  -0.60
C -4.181103 -1.930857 -2.253206  0.52
C -3.825649 -0.482738 -2.592216  0.11
C -4.738803 0.285077 -1.673874  -0.15
C -5.958291 -0.630535 -1.646617  -0.59
O -5.402569 -1.951080 -1.649987  -0.37
H -2.754286 -0.355209 -2.456825  -0.30
H -3.985264 -0.448246 -3.677459  0.25
H -4.325161 0.277424 -0.661787  0.06
H -4.918525 1.329688 -1.916291  0.41
H -6.630094 -0.480449 -0.807382  0.38
H -6.556598 -0.494874 -2.557453  0.26
O -0.230522 -6.012302 3.682426  -0.58
C -0.813478 -5.342975 2.882579  0.47
C -0.241711 -4.536872 1.723301  -0.28
C -1.473188 -3.934999 1.032845  0.45
C -2.674714 -4.474621 1.806380  -0.45
O -2.154460 -5.156481 2.963351  -0.39
H 0.435579 -3.815545 2.176427  0.16
H 0.318900 -5.192126 1.063199  0.30
H -1.390077 -2.854634 0.956794  -0.53
H -1.468986 -4.333229 0.018265  0.33
H -3.401886 -3.718067 2.084371  0.35
H -3.180486 -5.253086 1.233303  0.21
O -2.952600 2.090803 0.654418  -0.61
C -1.962306 1.517462 0.314795  0.48
C -1.184762 1.683520 -0.987405  -0.26
C -0.223475 0.503113 -0.995039  -0.39
C -0.221820 0.027455 0.465877  0.37
O -1.333419 0.632508 1.120868  -0.39
H -1.888859 1.599046 -1.814714  0.18
H -0.784634 2.694964 -1.033337  0.17
H -0.554795 -0.273277 -1.681204  0.29
H 0.809566 0.731770 -1.258873  0.14
H -0.213065 -1.063120 0.473719  -0.12
H 0.686966 0.311571 1.002122  0.08
O 2.506223 3.031852 -1.826815  -0.54
C 2.386122 4.005850 -1.149120  0.56
C 1.996041 4.075542 0.334283  -0.05
C 2.472620 5.481953 0.719810  -0.61
C 2.231763 6.217547 -0.593318  -0.43
O 2.543894 5.258885 -1.616551  -0.37
H 0.919826 3.962406 0.486795  0.14
H 2.444942 3.235136 0.860456  0.11
H 1.895233 5.931482 1.526646  0.34
H 3.519428 5.444851 1.021928  0.29
H 1.167769 6.461323 -0.644548  0.25
H 2.856450 7.091513 -0.736652  0.34

Atoms 1-2, force components in eV/Å:
-0.0819 -0.1425 -0.1308
-0.2316 0.4000 -0.1032

Properties
HOMO energy = -9.77 eV
Gap between HOMO and LUMO = 10.020 eV
Spin multiplicity = 1
ΔE to the lowest compared entry with this formula, charge and spin = 0.00 kcal per mole



7 unconnected molecules or ions with the total composition C20H30O19S at a distorted geometry. Source: the Open Molecules 2025 dataset; level of theory: ωB97M-V/def2-TZVPD.

Last column: Mulliken charge in e.
Element x y z (Å)
C 25.081405 -7.320781 -8.699166  -0.36
C 26.468520 -7.897371 -8.519316  -0.21
O 26.222803 -9.221086 -8.064500  -0.25
C 24.908059 -9.417096 -7.920983  0.65
O 24.388339 -10.395536 -7.471476  -0.54
O 24.222894 -8.431401 -8.500428  -0.35
H 24.899629 -6.820612 -9.652716  0.27
H 24.821643 -6.532666 -7.984609  0.23
H 27.009249 -7.261609 -7.817627  0.25
H 27.028852 -7.947122 -9.452825  0.31
C 20.646998 -14.800294 3.320039  -0.32
C 19.482340 -14.934170 2.351122  -0.32
O 19.878621 -14.000003 1.363876  -0.32
C 21.251845 -14.022403 1.284310  0.59
O 21.866857 -13.615937 0.372449  -0.44
O 21.718675 -14.463793 2.472357  -0.31
H 20.857422 -15.767136 3.780599  0.29
H 20.453281 -14.087428 4.120947  0.27
H 18.515614 -14.743163 2.810139  0.31
H 19.419868 -15.923387 1.886510  0.24
C 28.464421 -14.938154 -1.419991  0.08
C 28.229740 -13.807335 -0.369763  0.04
O 29.204255 -14.174218 0.587490  -0.39
C 29.427960 -15.505536 0.531175  0.56
O 29.984694 -16.165876 1.352180  -0.54
O 28.961819 -15.990693 -0.625206  -0.36
H 29.138142 -14.532674 -2.174218  0.16
H 27.521276 -15.162119 -1.912077  0.18
H 27.218200 -13.719167 0.026024  0.06
H 28.499095 -12.890801 -0.890845  0.22
C 28.438261 -11.077145 -6.151450  -0.16
C 29.462781 -12.056127 -5.463864  -0.23
O 29.943309 -11.253232 -4.391589  -0.34
C 29.324975 -10.089323 -4.288776  0.66
O 29.447437 -9.184222 -3.531102  -0.56
O 28.409845 -9.964658 -5.316204  -0.29
H 27.533802 -11.686746 -6.094204  0.19
H 28.729988 -10.921530 -7.186595  0.27
H 30.229193 -12.301920 -6.194173  0.33
H 28.956368 -12.919692 -5.045175  0.14
C 22.183395 -16.763691 -1.890926  0.07
C 22.572138 -18.251423 -1.825232  -0.46
O 23.951171 -18.263989 -2.118702  -0.36
C 24.462168 -17.063457 -1.891035  0.51
O 25.609359 -16.766386 -1.814921  -0.50
O 23.479374 -16.152328 -1.735220  -0.04
H 21.610189 -16.402718 -1.039664  0.11
H 21.733447 -16.533052 -2.847784  0.02
H 22.035347 -18.756687 -2.629117  0.36
H 22.240955 -18.712682 -0.895357  0.25
C 20.314221 -14.848131 -4.116291  -0.45
C 21.328066 -13.955248 -3.318050  0.06
O 22.386214 -13.950584 -4.269740  -0.13
C 22.374566 -15.062566 -5.014900  0.64
O 23.287070 -15.520025 -5.637609  -0.53
O 21.193918 -15.674739 -4.876485  -0.43
H 19.554420 -14.289115 -4.661010  0.29
H 19.745554 -15.562916 -3.515288  0.32
H 21.631500 -14.246991 -2.315422  -0.12
H 20.896982 -12.956271 -3.258055  0.38
C 24.663868 -13.227734 -1.931761  -0.66
S 25.635190 -11.928138 -2.766624  0.35
O 26.927070 -12.542225 -3.186699  -0.55
C 24.607034 -11.681710 -4.274332  -0.47
H 25.049701 -13.352480 -0.922855  0.32
H 24.609960 -14.144802 -2.507473  0.09
H 23.659295 -12.815852 -1.796848  0.36
H 24.160672 -12.616216 -4.584012  0.09
H 25.263794 -11.109310 -4.926355  0.07
H 23.812288 -10.964926 -4.047351  0.43

Atoms 1-2, force components in eV/Å:
-0.6494 1.1271 -0.2036
0.2581 0.6231 -0.5208

Properties
HOMO energy = -8.57 eV
Gap between HOMO and LUMO = 8.442 eV
Spin multiplicity = 1
ΔE to the lowest compared entry with this formula, charge and spin = 0.00 kcal per mole



7 unconnected molecules or ions with the total composition C20H30O19S at a distorted geometry. Source: the Open Molecules 2025 dataset; level of theory: ωB97M-V/def2-TZVPD.

Last column: Mulliken charge in e.
Element x y z (Å)
C -3.024374 -1.648396 2.445224  0.20
C -3.603614 -0.237346 2.641614  -0.03
O -3.727754 0.008504 4.024254  -0.39
C -3.044584 -0.964436 4.590734  0.55
O -2.647414 -0.983066 5.753324  -0.61
O -2.579704 -1.890186 3.713434  -0.37
H -2.233504 -1.672256 1.695534  0.01
H -3.831514 -2.321686 2.156604  0.20
H -4.631744 -0.341896 2.295034  0.32
H -3.131894 0.507404 2.000574  0.11
C -3.195074 -4.335906 -2.304046  -0.05
C -1.858354 -4.159696 -2.865836  -0.38
O -0.985214 -3.949116 -1.758766  -0.29
C -1.715334 -4.117446 -0.618646  0.78
O -1.261424 -4.361806 0.498174  -0.62
O -2.982744 -4.345486 -0.913846  -0.31
H -3.668084 -5.251536 -2.658986  0.34
H -3.730494 -3.443976 -2.629456  0.07
H -1.672724 -3.236456 -3.414706  0.27
H -1.543174 -5.037326 -3.430206  0.22
C 1.822596 0.645624 0.164994  -0.06
C 1.550136 1.259514 -1.197746  -0.02
O 0.376926 0.633434 -1.724886  -0.39
C 0.010416 -0.322696 -0.824096  0.63
O -0.941294 -1.129736 -0.906166  -0.64
O 0.893106 -0.416596 0.135414  -0.33
H 1.760656 1.286054 1.044834  0.16
H 2.780076 0.126094 0.127384  0.30
H 2.352336 1.122594 -1.922886  0.12
H 1.308436 2.317754 -1.296756  0.20
C 5.679166 5.236104 0.523234  -0.37
C 5.678126 4.441114 -0.776056  -0.21
O 4.451526 3.773804 -0.730176  -0.25
C 3.786656 4.055074 0.385874  0.66
O 2.707646 3.526114 0.695864  -0.53
O 4.476016 4.849204 1.099034  -0.36
H 5.582656 6.316214 0.413084  0.24
H 6.601216 5.167324 1.100454  0.28
H 6.522726 3.755084 -0.711896  0.25
H 5.755306 5.092554 -1.646546  0.28
C -0.554854 3.140584 4.817474  -0.40
C -1.964654 3.586444 4.322084  -0.35
O -1.913024 3.307934 2.933494  -0.30
C -0.963384 2.327814 2.797124  0.75
O -0.843464 1.535764 1.845704  -0.62
O -0.117594 2.263284 3.835224  -0.29
H -0.717934 2.612774 5.757104  0.30
H 0.127166 3.982164 4.938644  0.31
H -2.101074 4.605874 4.682994  0.35
H -2.723564 2.925834 4.741314  0.26
C 5.488556 -2.362366 -3.383746  -0.21
C 6.832966 -1.715556 -3.249786  -0.32
O 6.541536 -0.316626 -3.013006  -0.34
C 5.203326 -0.099396 -3.180646  0.65
O 4.657976 0.994594 -2.953616  -0.53
O 4.624686 -1.272906 -3.588886  -0.31
H 5.331286 -3.057666 -2.559176  0.27
H 5.535076 -2.879596 -4.342086  0.26
H 7.438216 -1.838866 -4.147876  0.22
H 7.485116 -2.198256 -2.521906  0.31
C -4.483014 -0.865236 -0.701516  -0.14
S -6.052544 -0.725616 -1.549146  0.46
O -5.656614 -0.369116 -2.960736  -0.65
C -6.599524 -2.472566 -1.489216  -0.86
H -3.683754 -1.251316 -1.334156  0.02
H -4.643204 -1.575276 0.109824  -0.10
H -4.033554 0.090344 -0.431416  0.38
H -6.039374 -3.122376 -2.161566  0.19
H -7.594944 -2.356366 -1.917866  0.38
H -6.665534 -2.846846 -0.467616  0.34

Atoms 1-2, force components in eV/Å:
-0.7433 1.3873 -1.2028
-2.4160 -0.3823 -3.0027

Properties
HOMO energy = -8.74 eV
Gap between HOMO and LUMO = 9.129 eV
Spin multiplicity = 1
ΔE to the lowest compared entry with this formula, charge and spin = 39.54 kcal per mole



A molecular structure, C20H31FN7OTi at a distorted geometry. Source: the Open Molecules 2025 dataset; level of theory: ωB97M-V/def2-TZVPD.

Last column: Mulliken charge in e.
Element x y z (Å)
Ti 0.702904 1.003712 -0.119742  -0.67
C 2.556057 -3.178439 -0.272684  -1.81
C 1.902584 -1.840509 0.009288  0.83
N 1.522981 -0.948257 -0.888991  0.63
C 1.586212 -1.266841 -2.353921  -0.61
C 0.464906 -0.460331 -2.981765  -1.19
N 0.357147 0.918973 -2.373967  -0.13
C 1.255318 1.939001 -3.027140  -0.63
C 2.520320 2.227339 -2.208992  -0.74
N 2.236679 2.375965 -0.748110  -0.02
C 1.802753 3.760859 -0.303295  -0.51
C 1.509217 3.726468 1.168460  -0.90
N 1.210177 2.349346 1.508885  0.46
C 1.032809 1.851218 2.713111  0.30
C 0.682229 2.714348 3.887225  -1.46
C 1.235010 0.451118 2.780878  0.96
C 1.151825 -0.335513 3.941604  -0.55
C 1.439611 -1.692674 3.844106  -0.95
C 1.697529 -2.224639 2.587863  -0.53
C 1.676032 -1.469427 1.395569  0.36
N 1.380865 -0.147901 1.567459  0.29
H 3.221041 -3.132511 -1.153471  0.44
H 1.838736 -4.030452 -0.393416  0.38
H 3.234804 -3.441004 0.557946  0.55
H 1.364383 -2.314276 -2.543369  0.63
H 2.596384 -1.051631 -2.774927  0.33
H -0.495611 -0.949896 -2.827402  0.44
H 0.598487 -0.378498 -4.079815  0.43
H -0.619907 1.221285 -2.539722  0.42
H 0.639707 2.829044 -3.161100  0.46
H 1.585400 1.541395 -4.035722  0.34
H 2.968784 3.142296 -2.614801  0.40
H 3.266726 1.434971 -2.337321  0.36
H 3.086758 2.133447 -0.209154  0.38
H 0.861704 3.942934 -0.880086  0.31
H 2.565824 4.500141 -0.597338  0.58
H 0.665747 4.406186 1.357163  0.39
H 2.381932 4.135270 1.726350  0.47
H -0.046145 3.413416 3.508757  0.42
H 1.609638 3.202607 4.262222  0.32
H 0.206253 2.058549 4.638933  0.50
H 0.864056 0.147221 4.886495  0.34
H 1.486947 -2.308591 4.734015  0.51
H 1.739579 -3.327512 2.485271  0.45
N -1.299376 -0.113313 0.329180  -0.51
C -2.334283 -0.668099 0.317998  0.57
N -3.478774 -1.270054 0.171522  -0.01
C -4.590073 -0.592671 -0.482350  -0.51
C -5.001750 -1.378563 -1.731336  -0.44
O -5.288525 -2.780800 -1.406933  -0.32
C -4.187986 -3.461229 -0.721986  -0.46
C -3.698866 -2.658565 0.521758  -0.53
H -4.242486 0.433634 -0.708452  0.39
H -5.429856 -0.538911 0.261376  0.27
H -4.219830 -1.320506 -2.531078  0.24
H -5.953451 -1.013801 -2.142191  0.34
H -3.396006 -3.679568 -1.471793  0.27
H -4.619208 -4.424588 -0.391128  0.33
H -2.784269 -3.022762 0.983425  0.41
H -4.501718 -2.659946 1.267936  0.27
F -0.517924 2.221533 -0.401276  -0.29

Atoms 1-2, force components in eV/Å:
-0.8520 -0.6801 -0.1166
0.3509 -0.1052 -0.0682

Properties
HOMO energy = -16.90 eV
Net charge = +3
Gap between HOMO and LUMO = 5.807 eV
Spin multiplicity = 1